[1]
Density functional theory data (the ωB97M-V functional and the def2-TZVPD basis) for an isolated ion of composition C6H15N2 and charge +1 at a distorted geometry.

Structure (XYZ):
```
23
Properties=species:S:1:pos:R:3:lowdin_charge:R:1
N 0.30 -3.06 -1.69 0.065
N 1.05 0.24 1.88 0.225
C -0.04 2.44 2.02 -0.092
C -0.02 1.40 -0.29 -0.134
C -0.19 1.22 1.18 -0.264
C -0.70 -1.08 -0.83 -0.182
C -0.85 0.32 -1.18 -0.242
C 0.07 -1.73 -1.71 -0.229
H 0.98 -1.20 -2.27 0.180
H 1.39 -0.38 1.22 0.085
H -1.24 0.79 1.53 0.190
H 1.03 1.13 -0.54 0.126
H 0.53 3.31 1.66 0.103
H -0.18 -3.74 -1.17 0.092
H 1.85 0.96 2.08 0.204
H 0.86 -3.40 -2.45 0.089
H -0.69 0.53 -2.30 0.135
H -1.26 -1.29 0.06 0.100
H -0.33 2.34 -0.69 0.113
H 0.77 -0.28 2.70 0.142
H -1.91 0.48 -1.09 0.102
H 0.08 2.19 3.04 0.074
H -1.04 2.93 1.90 0.119
```

## Properties
Relative energy (zero: lowest compared OMol25 entry of this formula, charge and spin), kJ/mol: 329.80
Charge: +1
SMILES: C[C@H]([NH3+])CC/C=C/N
M, g/mol: 115.20
Gap between HOMO and LUMO, eV: 7.795
Highest occupied orbital energy, eV: -11.04
LUMO level, eV: -3.24

***

[2]
Density functional theory data (the ωB97M-V functional and the def2-TZVPD basis) for C12H12FMnN2O2S as an isolated structure at a distorted geometry.

Structure (XYZ):
```
31
Properties=species:S:1:pos:R:3:lowdin_charge:R:1
Mn -2.35 -1.73 -0.01 0.903
S 1.07 -1.60 -0.52 0.606
F -4.23 -1.73 -0.01 -0.546
O 1.01 -2.82 -1.45 -0.379
O 2.24 -1.91 0.42 -0.361
N -2.21 -1.73 2.04 -0.018
N -0.32 -1.73 0.13 -0.308
C -0.27 -1.67 4.21 -0.034
C 1.16 3.80 -3.32 -0.057
C 1.16 1.29 -3.39 -0.028
C -1.77 -1.69 4.34 -0.019
C 0.29 -1.69 2.98 -0.048
C 1.17 1.15 -0.60 -0.060
C 1.17 2.47 -2.63 -0.272
C -2.54 -1.71 3.23 -0.272
C 1.15 -0.02 -1.36 -0.294
C -0.62 -1.72 1.82 -0.003
C 1.15 0.05 -2.75 -0.045
C 1.17 2.39 -1.23 -0.030
H 0.35 -1.65 5.09 0.110
H 1.16 4.64 -2.59 0.083
H -2.35 0.00 -0.01 0.097
H 1.13 -0.86 -3.35 0.114
H 1.15 1.34 -4.47 0.117
H -3.62 -1.72 3.29 0.135
H 1.18 3.29 -0.62 0.111
H 1.15 1.10 0.49 0.114
H 1.37 -1.67 2.86 0.103
H -2.23 -1.67 5.32 0.101
H 0.24 3.89 -3.95 0.092
H 2.05 3.90 -3.97 0.091
```

## Properties
Spin multiplicity: 5
Charge: 0
M, g/mol: 322.24
⟨S²⟩: 6.326
Gap between HOMO and LUMO (alpha / beta), eV: 7.195 / 8.149
Highest occupied orbital energy (alpha / beta), eV: -8.97 / -9.05
LUMO level (alpha / beta), eV: -1.77 / -0.90

***

[3]
Density functional theory data (the ωB97M-V functional and the def2-TZVPD basis) for one molecule with the formula C4H6ClFN2 at a distorted geometry.

Structure (XYZ):
```
14
Properties=species:S:1:pos:R:3:lowdin_charge:R:1
Cl -4.29 -0.76 0.02 0.617
F -3.11 1.44 0.63 -0.021
N -0.65 1.16 -0.55 0.060
N 1.16 -0.49 -0.20 -0.100
C -2.87 0.32 -0.12 -0.640
C 0.50 0.75 -0.28 -0.275
C 2.42 -0.57 0.48 -0.155
C -1.66 0.17 -0.71 -0.142
H 1.18 1.58 -0.15 0.116
H 0.40 -1.22 0.07 0.157
H 2.97 -1.49 0.05 0.095
H 3.17 0.29 0.27 0.097
H -1.36 -0.64 -1.19 0.058
H 2.12 -0.54 1.68 0.133
```

## Properties
Relative energy (zero: lowest compared OMol25 entry of this formula, charge and spin), kJ/mol: 203.29
Charge: 0
SMILES: CN/C=N\C=C(/F)Cl
M, g/mol: 136.56
Gap between HOMO and LUMO, eV: 9.470
Highest occupied orbital energy, eV: -8.78
LUMO level, eV: 0.69

***

[4]
Density functional theory data (the ωB97M-V functional and the def2-TZVPD basis) for C32H47BN8ReS3Se as an isolated structure.

Structure (XYZ):
```
93
Properties=species:S:1:pos:R:3:lowdin_charge:R:1
Re -0.35 -0.79 0.03 0.431
Se -0.11 -2.16 -1.94 0.893
S -0.22 1.43 -0.15 0.805
S -2.47 -1.07 0.68 0.808
S 1.91 -0.77 0.66 0.802
N 0.30 -4.94 -1.13 -0.096
N 0.64 -2.17 4.05 0.216
N 0.85 -1.50 2.92 -0.005
N -1.59 -0.59 4.45 0.215
N -1.58 -0.74 3.13 0.003
N 0.66 1.25 3.70 0.210
N 1.51 -4.32 -2.83 -0.095
N 0.25 0.98 2.48 -0.018
C 1.58 2.70 5.42 -0.535
C -3.92 -1.07 4.38 0.131
C 1.74 -5.65 -2.63 0.046
C -2.67 -1.03 2.43 -0.480
C 2.11 1.41 6.05 -0.035
C 2.66 3.79 5.49 -0.028
C 2.12 -3.53 -3.91 0.034
C -2.80 -0.53 6.59 -0.536
C 4.41 -2.24 1.97 -0.009
C 3.11 -2.24 2.70 -0.203
C -0.67 -4.93 -0.03 0.023
C 1.65 -2.88 4.54 -0.147
C 1.22 3.43 2.98 0.138
C 0.84 4.19 0.60 -0.017
C 0.98 -6.04 -1.56 0.043
C -0.07 -3.95 6.02 -0.037
C -3.44 -1.76 7.24 -0.010
C 1.97 -1.57 2.21 -0.498
C 1.16 2.45 3.98 -0.137
C 0.31 1.87 1.48 -0.505
C -2.74 -0.74 5.09 -0.141
C -5.15 -1.53 2.22 -0.012
C 1.91 -2.70 6.96 -0.005
C 2.23 -4.93 5.86 -0.029
C -3.67 0.71 6.84 -0.008
C 2.91 -2.88 3.90 0.130
C -1.41 -0.31 7.18 -0.031
C 0.32 3.19 6.15 -0.006
C -3.92 -1.22 3.02 -0.202
C 0.64 -3.89 -1.90 -0.572
C 1.42 -3.62 5.84 -0.536
C 0.79 3.17 1.70 -0.203
B -0.24 -0.53 2.38 -0.584
H 1.35 -2.95 -4.42 0.095
H -0.40 -4.68 5.28 0.096
H 3.01 1.07 5.54 0.094
H -5.96 -1.86 2.87 0.109
H -3.26 1.60 6.37 0.093
H -0.69 -3.06 5.94 0.043
H 3.54 3.54 4.89 0.104
H -3.45 -1.62 8.32 0.111
H 1.63 4.40 3.22 0.145
H -3.73 0.89 7.92 0.109
H -0.03 4.14 5.76 0.102
H 1.74 -3.18 7.93 0.111
H -0.21 -4.39 7.00 0.108
H 2.98 3.89 6.52 0.109
H -0.91 -5.96 0.22 0.117
H -0.24 -4.44 0.84 0.095
H 1.29 5.12 0.96 0.109
H 2.56 -4.22 -4.63 0.119
H 5.02 -3.09 2.27 0.108
H 4.98 -1.33 2.22 0.118
H 3.72 -3.43 4.35 0.146
H 2.89 -2.88 -3.51 0.114
H -1.50 -0.10 8.24 0.113
H 1.38 -1.74 6.96 0.066
H 4.28 -2.26 0.89 0.076
H 3.30 -4.76 5.94 0.089
H 2.37 1.61 7.09 0.107
H -4.85 -1.19 4.93 0.148
H 0.55 3.33 7.21 0.112
H 2.29 4.77 5.19 0.091
H 0.87 -7.01 -1.10 0.159
H 1.37 0.61 6.03 0.051
H -0.78 -1.20 7.06 0.060
H 2.98 -2.50 6.88 0.099
H 2.40 -6.22 -3.25 0.163
H -0.49 2.46 6.07 0.062
H -5.50 -0.64 1.69 0.115
H -4.97 -2.31 1.48 0.091
H -4.47 -1.92 6.93 0.090
H 2.02 -5.55 4.99 0.100
H -4.70 0.58 6.49 0.094
H -1.58 -4.42 -0.35 0.093
H -0.16 4.42 0.24 0.110
H -2.86 -2.67 7.04 0.087
H -0.89 0.53 6.71 0.051
H 1.44 3.84 -0.24 0.101
H 1.94 -5.50 6.75 0.109
```

## Properties
Relative energy (zero: lowest compared OMol25 entry of this formula, charge and spin), kJ/mol: 0.00
Spin multiplicity: 2
Charge: +4
M, g/mol: 915.96
⟨S²⟩: 0.779
Gap between HOMO and LUMO (alpha / beta), eV: 5.682 / 5.974
Highest occupied orbital energy (alpha / beta), eV: -19.58 / -19.68
LUMO level (alpha / beta), eV: -13.90 / -13.71

***

[5]
Density functional theory data (the ωB97M-V functional and the def2-TZVPD basis) for one molecule with the formula C6H10.

Structure (XYZ):
```
16
Properties=species:S:1:pos:R:3:lowdin_charge:R:1
C 1.16 1.68 0.42 -0.072
C -2.10 -0.99 0.34 -0.003
C 0.57 0.30 -1.57 0.035
C -0.87 -1.46 0.14 -0.205
C 0.37 -0.77 0.66 -0.183
C 0.73 0.40 -0.25 -0.372
H 1.21 -1.47 0.75 0.115
H 0.32 2.09 1.01 0.082
H -2.96 -1.43 -0.15 0.052
H 0.73 1.14 -2.24 0.060
H -0.72 -2.32 -0.53 0.099
H -2.27 -0.11 0.96 0.065
H 0.18 -0.39 1.68 0.111
H 1.46 2.44 -0.31 0.074
H 0.22 -0.63 -2.02 0.061
H 1.99 1.53 1.12 0.080
```

## Properties
Relative energy (zero: lowest compared OMol25 entry of this formula, charge and spin), kJ/mol: 104.82
Charge: 0
SMILES: C=CCC(=C)C
M, g/mol: 82.15
Gap between HOMO and LUMO, eV: 10.161
Highest occupied orbital energy, eV: -9.02
LUMO level, eV: 1.14

***

[6]
Density functional theory data (the ωB97M-V functional and the def2-TZVPD basis) for a 2-piece molecular cluster, C2H2INOS overall at a distorted geometry.

Structure (XYZ):
```
8
Properties=species:S:1:pos:R:3:lowdin_charge:R:1
I 2.22 -1.54 -0.48 0.446
S 1.40 0.32 0.93 0.430
O 0.86 -0.05 2.22 -0.597
N -0.98 -1.67 -0.81 0.108
C -1.04 -0.53 -0.71 -0.407
C -0.80 0.80 -0.37 -0.069
H -0.11 1.35 -0.95 0.028
H -1.54 1.34 0.16 0.062
```

## Properties
Relative energy (zero: lowest compared OMol25 entry of this formula, charge and spin), kJ/mol: 121.49
Charge: 0
M, g/mol: 215.01
Gap between HOMO and LUMO (alpha / beta), eV: 7.820 / 7.509
Highest occupied orbital energy (alpha / beta), eV: -9.48 / -9.16
LUMO level (alpha / beta), eV: -1.66 / -1.65

***

[7]
Density functional theory data (the ωB97M-V functional and the def2-TZVPD basis) for C8H21ClI2NP2Sn as an isolated structure at a distorted geometry.

Structure (XYZ):
```
36
Properties=species:S:1:pos:R:3:lowdin_charge:R:1
I 0.01 -1.76 1.16 0.570
I -0.01 1.74 1.08 0.801
Sn 0.00 -0.09 -1.97 0.767
Cl 0.00 -0.12 -4.52 0.027
P 2.52 -0.01 -0.66 0.672
P -2.52 -0.03 -0.67 0.672
N -0.01 0.31 3.31 -0.123
C 2.98 0.06 1.17 -0.306
C 3.46 1.42 -1.39 -0.196
C -3.49 -1.49 -1.27 -0.201
C 3.50 -1.47 -1.26 -0.206
C -3.46 1.40 -1.38 -0.205
C 0.00 0.00 5.86 0.005
C 0.00 0.11 4.44 -0.218
C -2.98 0.05 1.17 -0.302
H -2.53 0.95 1.66 -0.026
H 4.10 0.06 1.28 0.106
H -4.52 1.15 -1.48 0.082
H 2.49 -0.77 1.74 -0.028
H 3.33 -2.34 -0.64 0.065
H 2.53 0.97 1.66 -0.025
H -3.31 -2.36 -0.64 0.063
H -2.49 -0.79 1.74 -0.028
H 3.07 1.64 -2.37 0.049
H 0.89 0.49 6.22 0.118
H 4.55 -1.21 -1.36 0.083
H -3.30 2.31 -0.81 0.065
H 0.00 -1.06 6.09 0.116
H 4.50 1.17 -1.49 0.078
H -4.10 0.03 1.28 0.105
H -4.54 -1.24 -1.36 0.081
H -3.08 1.62 -2.36 0.052
H -3.12 -1.78 -2.24 0.052
H -0.89 0.49 6.22 0.118
H 3.13 -1.77 -2.24 0.055
H 3.28 2.32 -0.82 0.061
```

## Properties
Relative energy (zero: lowest compared OMol25 entry of this formula, charge and spin), kJ/mol: 454.19
Charge: +3
M, g/mol: 601.18
Gap between HOMO and LUMO (alpha / beta), eV: 4.974 / 4.967
Highest occupied orbital energy (alpha / beta), eV: -18.80 / -18.79
LUMO level (alpha / beta), eV: -13.83 / -13.83

***

What did the sixth record say?
Density functional theory data (the ωB97M-V functional and the def2-TZVPD basis) for a 2-piece molecular cluster, C2H2INOS overall at a distorted geometry.

Structure (XYZ):
```
8
Properties=species:S:1:pos:R:3:lowdin_charge:R:1
I 2.22 -1.54 -0.48 0.446
S 1.40 0.32 0.93 0.430
O 0.86 -0.05 2.22 -0.597
N -0.98 -1.67 -0.81 0.108
C -1.04 -0.53 -0.71 -0.407
C -0.80 0.80 -0.37 -0.069
H -0.11 1.35 -0.95 0.028
H -1.54 1.34 0.16 0.062
```

## Properties
Relative energy (zero: lowest compared OMol25 entry of this formula, charge and spin), kJ/mol: 121.49
Charge: 0
M, g/mol: 215.01
Gap between HOMO and LUMO (alpha / beta), eV: 7.820 / 7.509
Highest occupied orbital energy (alpha / beta), eV: -9.48 / -9.16
LUMO level (alpha / beta), eV: -1.66 / -1.65